1.
ORCA calculation (the ωB97M-V functional and the def2-TZVPD basis) on a structure of composition C28H26N9O4OsS2Se.

Each line ends with the Löwdin charge.
Element x y z (Å)
Os 0.612 0.142 0.094  1.407
S 0.454 2.402 0.530  0.729
C 2.071 2.335 -0.020  -1.021
N 2.319 1.071 -0.368  -0.196
C 3.591 0.903 -0.905  -0.291
C 4.161 -0.275 -1.380  -0.022
C 5.453 -0.214 -1.867  -0.040
C 6.164 0.993 -1.879  -0.028
C 5.603 2.165 -1.407  -0.041
C 4.303 2.109 -0.919  -0.418
S 3.341 3.436 -0.286  1.173
H 3.597 -1.200 -1.378  0.110
H 5.923 -1.108 -2.255  0.123
H 7.169 1.012 -2.278  0.129
H 6.158 3.093 -1.424  0.131
N -2.681 1.047 -0.060  0.053
N -3.029 0.211 1.018  0.034
C -2.268 -0.800 1.403  -0.338
N -2.660 -1.570 2.404  0.253
N -1.070 -0.961 0.746  -0.009
N -0.418 -2.162 0.816  -0.378
O 0.646 -2.095 0.149  -0.082
O -0.778 -3.120 1.425  0.166
H -3.198 1.913 0.049  0.119
H -3.003 0.605 -0.919  0.104
H -3.885 0.399 1.523  0.182
H -3.566 -1.444 2.831  0.154
H -2.155 -2.417 2.619  0.118
Se -0.511 2.046 -2.535  1.184
N 0.075 0.436 -1.881  -0.423
C 0.517 -0.287 -2.933  -0.319
C 1.006 -1.618 -2.902  -0.034
C 1.381 -2.192 -4.080  -0.009
C 1.309 -1.508 -5.334  -0.021
C 0.817 -0.250 -5.411  0.028
C 0.393 0.387 -4.204  -0.343
N -0.159 1.586 -4.172  -0.181
H 1.031 -2.175 -1.977  0.085
H 1.731 -3.217 -4.077  0.128
H 1.629 -2.023 -6.230  0.129
H 0.712 0.281 -6.347  0.138
C 3.343 -1.546 5.992  -0.009
O 3.421 -1.452 4.559  -0.080
C 2.936 -2.471 3.830  -0.219
C 2.143 -3.498 4.338  0.016
C 1.766 -4.558 3.531  -0.036
C 2.171 -4.630 2.202  -0.063
C 2.943 -3.613 1.683  -0.023
C 3.297 -2.527 2.475  -0.150
N 4.203 -1.574 1.916  0.180
C 4.316 -0.295 2.098  0.045
C 3.394 0.603 2.749  -0.151
C 3.985 1.589 3.559  0.007
C 3.218 2.400 4.367  -0.026
C 1.833 2.259 4.352  -0.012
C 1.228 1.354 3.497  -0.038
C 1.994 0.540 2.677  -0.325
O 1.370 -0.296 1.794  -0.269
H 3.941 -0.724 6.372  0.103
H 3.757 -2.494 6.334  0.111
H 2.313 -1.436 6.328  0.103
H 1.848 -3.485 5.377  0.120
H 1.172 -5.356 3.955  0.126
H 1.898 -5.477 1.589  0.123
H 3.284 -3.654 0.654  0.124
H 4.949 -1.996 1.371  0.183
H 5.249 0.127 1.738  0.163
H 5.066 1.662 3.591  0.137
H 3.689 3.126 5.015  0.128
H 1.220 2.880 4.992  0.129
H 0.149 1.278 3.447  0.119

Cartesian forces (eV/Å) of the 2 atoms listed first:
-0.0648 -0.1559 0.6304
-0.2557 0.1655 -0.1352

As for the LUMO energy: -0.3975 Eh. Its calculated total energy is -5163.806372 Ha. As for the charge: +3. Its relative energy (zero: lowest compared OMol25 entry of this formula, charge and spin) is 0.0 kJ/mol. The HOMO-LUMO gap comes out at 5.1 eV.

2.
ORCA calculation (the ωB97M-V functional and the def2-TZVPD basis) on the molecule C28H26O6.

Each line ends with the Löwdin charge.
Element x y z (Å)
C -9.855 -2.572 1.822  -0.078
O -9.845 -1.336 1.153  -0.112
C -8.645 -0.784 0.793  -0.186
C -7.419 -1.384 1.073  -0.012
C -6.222 -0.810 0.701  -0.026
C -6.203 0.409 0.024  -0.218
C -4.991 1.065 -0.405  -0.005
C -3.730 0.618 -0.285  -0.012
C -2.611 1.420 -0.790  -0.367
O -2.745 2.572 -1.166  0.081
C -1.273 0.764 -0.814  -0.145
C -0.142 1.574 -0.714  -0.002
C 1.125 1.030 -0.752  -0.015
C 1.289 -0.345 -0.912  -0.145
C 2.628 -0.992 -1.010  -0.368
O 2.775 -2.020 -1.652  0.077
C 3.731 -0.343 -0.298  -0.013
C 4.994 -0.758 -0.495  -0.008
C 6.199 -0.240 0.105  -0.217
C 6.209 0.772 1.066  -0.023
C 7.402 1.217 1.584  0.008
C 8.631 0.691 1.181  -0.192
O 9.698 1.256 1.798  -0.060
C 11.024 0.875 1.500  -0.070
C 8.637 -0.335 0.212  -0.181
O 9.846 -0.853 -0.179  -0.116
C 9.865 -1.869 -1.151  -0.078
C 7.428 -0.774 -0.298  0.035
C 0.159 -1.150 -1.052  -0.003
C -1.108 -0.609 -0.993  -0.015
C -7.431 1.012 -0.254  0.056
C -8.647 0.450 0.109  -0.188
O -9.727 1.194 -0.254  -0.065
C -11.046 0.763 -0.010  -0.074
H -9.343 -2.514 2.788  0.098
H -10.907 -2.801 1.987  0.096
H -9.404 -3.364 1.215  0.098
H -7.397 -2.326 1.598  0.103
H -5.302 -1.317 0.945  0.107
H -5.121 2.023 -0.895  0.123
H -3.496 -0.322 0.190  0.096
H -0.284 2.639 -0.609  0.119
H 1.985 1.680 -0.694  0.112
H 3.487 0.455 0.385  0.097
H 5.127 -1.569 -1.202  0.122
H 5.286 1.209 1.411  0.108
H 7.427 1.998 2.328  0.122
H 11.206 -0.174 1.738  0.095
H 11.270 1.056 0.452  0.096
H 11.647 1.506 2.133  0.094
H 9.336 -2.765 -0.810  0.099
H 10.917 -2.108 -1.298  0.096
H 9.436 -1.530 -2.100  0.099
H 7.415 -1.557 -1.039  0.109
H 0.302 -2.209 -1.209  0.119
H -1.967 -1.249 -1.126  0.112
H -7.466 1.956 -0.776  0.131
H -11.263 -0.183 -0.510  0.095
H -11.250 0.663 1.058  0.094
H -11.679 1.546 -0.428  0.094

Cartesian forces (eV/Å) of the 2 atoms listed first:
-0.0025 -0.2167 0.1188
0.2052 0.4019 -0.2182

As for the LUMO energy: -0.0216 Eh. Its calculated total energy is -1533.924413 Ha. Its SMILES is COc1ccc(/C=C/C(=O)c2ccc(C(=O)/C=C/c3ccc(OC)c(OC)c3)cc2)cc1OC. The HOMO-LUMO gap comes out at 7.4 eV.

3.
ORCA calculation (the ωB97M-V functional and the def2-TZVPD basis) on a structure of composition C28H27BF4N7O2S4W.

Each line ends with the Löwdin charge.
Element x y z (Å)
W -0.851 -0.081 -0.263  1.635
C 2.245 1.116 2.687  0.003
C 0.897 0.959 2.044  -0.207
N 0.644 -0.080 1.288  -0.124
N 1.639 -1.070 1.384  -0.047
C 1.366 -2.149 0.752  -1.073
S -0.019 -2.406 -0.233  0.708
S 2.434 -3.540 0.857  0.939
C 4.006 -2.760 1.311  -0.405
C 4.674 -2.076 0.150  -0.306
C 4.984 -0.723 0.211  -0.052
C 5.579 -0.078 -0.867  -0.073
C 5.882 -0.790 -2.018  -0.090
C 5.595 -2.151 -2.080  -0.084
C 4.992 -2.785 -1.006  -0.063
C -0.111 1.979 2.354  -0.089
C 0.217 3.026 3.238  -0.008
C -0.722 3.920 3.699  -0.058
C -2.049 3.783 3.303  -0.047
C -2.407 2.773 2.438  -0.004
C -1.448 1.889 1.937  -0.299
O -1.872 0.962 1.068  -0.306
H 2.965 0.447 2.239  0.045
H 2.195 0.904 3.757  0.112
H 2.576 2.144 2.559  0.095
H 4.608 -3.593 1.679  0.089
H 3.836 -2.075 2.138  0.075
H 4.770 -0.167 1.115  0.101
H 5.808 0.977 -0.804  0.110
H 6.350 -0.294 -2.857  0.108
H 5.849 -2.717 -2.966  0.109
H 4.757 -3.841 -1.069  0.113
H 1.231 3.138 3.582  0.106
H -0.428 4.713 4.369  0.112
H -2.800 4.471 3.664  0.115
H -3.436 2.663 2.122  0.113
O -1.560 -1.414 2.662  -0.054
C -2.938 -1.200 2.530  -0.194
C -3.410 -1.475 1.121  -0.213
C -4.733 -1.901 0.995  -0.001
C -5.228 -2.301 -0.225  -0.019
C -4.358 -2.345 -1.311  -0.019
C -3.077 -1.896 -1.127  -0.149
N -2.620 -1.385 0.039  -0.087
H -1.312 -1.283 3.583  0.115
H -3.248 -0.190 2.826  0.129
H -3.489 -1.911 3.156  0.134
H -5.347 -1.941 1.883  0.128
H -6.256 -2.618 -0.325  0.122
H -4.661 -2.720 -2.277  0.121
H -2.365 -1.926 -1.944  0.104
N -4.108 1.483 -0.471  0.145
C -3.503 1.291 -1.659  -0.663
N -2.358 0.654 -1.809  -0.054
C -2.034 0.544 -3.157  -0.329
C -2.927 1.076 -4.013  -0.303
S -4.237 1.773 -3.137  1.123
C -0.750 -0.071 -3.434  -0.339
C -0.166 -0.328 -4.617  -0.308
S 1.469 -0.820 -4.371  1.125
C 1.262 -0.656 -2.664  -0.667
N 0.025 -0.333 -2.310  -0.105
N 2.273 -0.854 -1.819  0.156
H -3.482 1.426 0.333  0.058
H -4.842 2.169 -0.429  0.112
H -2.871 1.140 -5.085  0.088
H -0.573 -0.207 -5.604  0.087
H 3.200 -1.050 -2.166  0.086
H 2.232 -0.434 -0.902  0.078
F -0.909 2.713 -0.762  0.112
B 0.411 2.721 -1.249  -1.224
F 0.933 1.431 -0.700  -0.023
F 0.439 2.626 -2.615  0.182
F 1.161 3.726 -0.728  0.196

Cartesian forces (eV/Å) of the 2 atoms listed first:
0.4646 -0.1410 -0.6627
-0.0031 -0.0393 -0.0187

As for the LUMO energy (alpha / beta): -0.1007 / -0.1275 Eh. Its calculated total energy is -3701.279538 Ha. Its multiplicity is 3. As for the charge: +1. Its relative energy (zero: lowest compared OMol25 entry of this formula, charge and spin) is 52.5 kJ/mol. The HOMO-LUMO gap (alpha / beta) comes out at 7.4 / 7.2 eV.

> Which value of calculated total energy does entry 1 give?

-5163.806372 Ha